[1]
The following is a DFT calculation (ωB97M-V/def2-TZVPD) of a cluster of 2 separate species, C3H7O3 in total at a distorted geometry.

Atoms and positions in Å:
C 1.441202 1.107142 0.745235
O 1.294525 1.519137 2.111716
H 1.106385 2.455300 2.196047
H 0.521510 0.961039 0.188895
H 2.083551 0.239459 0.858512
H 1.942982 1.917764 0.213254
C -1.367024 -0.800426 -1.436771
C -0.902473 -1.624895 -0.280405
O 0.223838 -1.489282 0.243126
O -1.575152 -2.544385 0.195613
H -2.443726 -0.632027 -1.301487
H -1.318363 -1.326276 -2.385401
H -1.007254 0.217449 -1.348333

Cartesian forces (eV/Å) of the 3 atoms listed first:
C 0.844 1.373 0.885
O -0.491 -0.300 0.055
H -0.089 0.053 -0.281

Values from the calculation:
- Total charge: 0
- Total energy: -9364.209 eV
- 2S+1: 2
- Kohn-Sham gap (alpha / beta): 11.068 / 7.378 eV


[2]
The following is a DFT calculation (ωB97M-V/def2-TZVPD) of a cluster of 2 separate species, C3H7O3 in total at a distorted geometry.

Atoms and positions in Å:
C 1.287386 0.403451 -2.489910
C 0.572600 -0.416468 -1.310495
O 1.469808 -1.124754 -0.788025
O -0.608026 -0.231217 -1.132516
H 1.968071 1.137002 -2.069678
H 0.456716 0.815348 -3.056673
H 1.872551 -0.302265 -3.063789
C -1.205827 0.309661 2.438421
O -1.194985 -1.122192 2.562684
H -1.012602 -1.491747 1.681883
H -0.259333 0.728338 2.755719
H -1.345992 0.592288 1.397636
H -2.000366 0.702550 3.074742

Cartesian forces (eV/Å) of the 3 atoms listed first:
C 0.382 -0.576 0.147
C -0.931 0.871 -0.419
O 0.296 -0.173 0.115

Values from the calculation:
- Total charge: 0
- Total energy: -9364.402 eV
- 2S+1: 2
- Kohn-Sham gap (alpha / beta): 10.763 / 6.563 eV


[3]
The following is a DFT calculation (ωB97M-V/def2-TZVPD) of a cluster of 2 separate species, C3H7O3S3 in total at a distorted geometry.

Atoms and positions in Å:
C -0.283141 -0.929539 1.146203
C 0.487357 -0.008879 0.210253
C -0.282906 0.360916 -0.999737
O 1.729928 0.907356 -2.564391
O 0.636260 2.807815 -1.501839
O -0.495796 1.569754 -3.287225
S 2.065619 -0.847188 -0.273981
S -1.161959 -0.806441 -1.901841
S 0.462545 1.546736 -2.175824
H -1.278628 -0.521754 1.319783
H -0.382231 -1.912119 0.684894
H 0.242020 -1.034656 2.094220
H 0.781357 0.916899 0.712433
H -1.442963 1.575720 -0.216252
H 2.206045 -0.100189 -1.392812
H -1.147705 0.046491 -2.959795

Cartesian forces (eV/Å) of the 3 atoms listed first:
C 0.057 0.137 -0.175
C 0.780 -0.084 0.326
C -2.255 3.207 0.990

Values from the calculation:
- Total charge: -1
- Total energy: -41872.083 eV
- Kohn-Sham gap (alpha / beta): 7.990 / 7.991 eV


[4]
The following is a DFT calculation (ωB97M-V/def2-TZVPD) of a cluster of 2 separate species, C3H7O4S2 in total at a distorted geometry.

Atoms and positions in Å:
C -0.667745 1.364002 0.231840
C -1.813324 -0.996687 0.432536
C -0.848573 -0.097772 -0.370456
O 3.022102 1.025847 1.056896
O 3.636048 1.287649 -1.228230
O 1.067837 -1.936962 0.544434
O 0.771140 -1.620782 -1.740549
S 3.437839 0.353930 -0.147288
S 0.866669 -0.872893 -0.492738
H -1.689581 1.623150 0.539668
H 0.000017 1.387203 1.147355
H -0.405206 2.008249 -0.543706
H -2.165241 -0.280347 1.199023
H -1.371786 -1.877815 0.899305
H -2.646470 -1.469343 -0.067516
H -1.193719 0.102575 -1.460581

Cartesian forces (eV/Å) of the 3 atoms listed first:
C -1.108 -2.700 1.847
C 0.216 0.901 0.625
C 0.101 0.782 -0.961

Values from the calculation:
- Total charge: -1
- Total energy: -33085.148 eV
- Kohn-Sham gap (alpha / beta): 6.935 / 6.934 eV


[5]
The following is a DFT calculation (ωB97M-V/def2-TZVPD) of a structure of composition C3H7O5STl at a distorted geometry.

Atoms and positions in Å:
Tl -0.979146 -2.726502 -0.301436
O -2.094224 -3.514737 1.818377
S -1.322711 -2.247368 2.278666
O -2.517111 -1.330576 1.848862
O 0.022696 -1.893029 2.003598
O -1.875727 -2.427392 3.820897
C -0.092850 1.857785 -0.608059
C 0.713683 0.579411 -0.495149
C 1.839396 1.151383 -1.825660
O -0.018527 -0.321943 -1.192902
H 0.269310 2.691175 -0.132249
H -1.090459 1.312938 -0.100390
H -0.244384 2.266711 -1.705306
H 1.130037 0.506203 0.333332
H 1.480776 1.669796 -2.597393
H 2.790858 0.373466 -1.765607
H 1.988378 2.052678 -1.379586

Cartesian forces (eV/Å) of the 3 atoms listed first:
Tl 0.013 0.459 -1.714
O 4.188 -1.362 -2.319
S -15.040 -0.870 8.752

Values from the calculation:
- Total charge: -2
- Total energy: -28982.992 eV
- Kohn-Sham gap: 5.222 eV


[6]
The following is a DFT calculation (ωB97M-V/def2-TZVPD) of the molecule C3H7OPS at a distorted geometry.

Atoms and positions in Å:
C 2.388073 0.202475 0.352100
C -1.724055 -0.862331 -0.232092
C -0.615912 -0.197277 0.632696
O 2.552829 -0.399280 1.375249
P 0.606239 0.785581 -0.260301
S -1.107872 1.640314 0.700409
H 3.211804 0.358497 -0.352471
H -2.615835 -1.242810 0.242644
H -2.157291 -0.241254 -0.919694
H -1.307224 -1.679390 -0.783787
H -0.560778 -0.636044 1.526977
H 0.153355 0.306805 -1.610221
H 1.176666 1.964710 -0.671505

Cartesian forces (eV/Å) of the 3 atoms listed first:
C -1.429 -1.286 0.132
C 1.576 -1.442 1.189
C -2.545 1.490 -3.693

Values from the calculation:
- Total charge: 0
- Total energy: -25392.423 eV
- SMILES: C[C@@H]1S[PH2]1C=O
- Kohn-Sham gap: 8.516 eV


[7]
The following is a DFT calculation (ωB97M-V/def2-TZVPD) of the ion C3H7OS with charge -1.

Atoms and positions in Å:
C 1.186685 -0.862926 0.551692
O 1.953549 -0.669996 -0.535101
C 0.076997 0.211901 0.655029
C -0.880838 0.025237 -0.506611
S -1.899322 1.504568 -0.919841
H 1.739110 -0.854545 1.520735
H 0.658552 -1.864933 0.560516
H -0.478653 0.229039 1.602816
H 0.568364 1.185424 0.547531
H -1.602745 -0.762100 -0.289639
H -0.261020 -0.189273 -1.375010
H -1.060680 2.047604 -1.812117

Cartesian forces (eV/Å) of the 3 atoms listed first:
C 0.068 -0.115 -0.292
O -0.046 -0.078 0.018
C -0.144 0.308 0.013

Values from the calculation:
- Total charge: -1
- Total energy: -16106.834 eV
- SMILES: [O-]CCCS
- Kohn-Sham gap: 5.765 eV


[8]
The following is a DFT calculation (ωB97M-V/def2-TZVPD) of a cluster of 2 separate species, C3H7PS in total at a distorted geometry.

Atoms and positions in Å:
C 0.349083 0.228009 -0.091481
C -0.762722 -0.302246 0.823880
C -0.236709 1.085460 -1.128517
P 1.876880 -0.816391 -0.576598
S 1.845620 0.662433 0.876005
H -1.159324 0.627182 1.274860
H -0.367706 -0.926473 1.694614
H -1.530244 -0.847219 0.261962
H -0.221699 0.657177 -2.150323
H -0.026345 2.172469 -1.124048
H -1.237010 0.998088 -0.966597
H 1.470173 -3.538486 1.106245

Cartesian forces (eV/Å) of the 3 atoms listed first:
C 1.493 -1.914 1.072
C 1.060 -0.300 1.319
C 1.127 1.223 -2.033

Values from the calculation:
- Total charge: 0
- Total energy: -23344.267 eV
- Kohn-Sham gap (alpha / beta): 7.475 / 8.748 eV


[9]
The following is a DFT calculation (ωB97M-V/def2-TZVPD) of the molecule C3H7PS2 at a distorted geometry.

Atoms and positions in Å:
C 1.792481 0.028061 0.108338
C -0.944762 0.608334 0.073809
C 1.866694 -1.331210 -0.587708
P 0.538056 0.703960 1.209434
S 3.291954 1.011306 0.161354
S 0.938929 -2.633330 0.412225
H -0.955546 0.522439 -0.986464
H -1.529448 1.510124 0.212378
H -1.493314 -0.240898 0.530984
H 2.879605 -1.686241 -0.659112
H 1.496239 -1.339802 -1.532585
H 0.650539 2.162173 1.159323
H 0.304153 -1.754589 1.233872

Cartesian forces (eV/Å) of the 3 atoms listed first:
C 4.817 2.425 -0.040
C -1.044 -0.655 1.944
C -0.030 0.022 3.874

Values from the calculation:
- Total charge: 0
- Total energy: -34181.449 eV
- SMILES: CPC(=S)CS
- Kohn-Sham gap: 7.569 eV


Number 4 is which compound?
C3H7O4S2


The highest total energy belongs to which entry?
number 1